A cluster of 3 separate species, C17H39FN5O4 in total in a non-equilibrium geometry, computed with ωB97M-V/def2-TZVPD.

```
! wB97M-V def2-TZVPD RIJCOSX def2/J DEFGRID3
* xyz 1 1
F -4.90 -4.82 0.76
O 1.17 5.18 3.45
O -0.39 -3.48 -2.01
O -3.56 -5.04 2.52
O 3.66 0.65 -0.67
N -2.59 -1.00 1.95
N 0.53 2.86 1.90
N -0.60 0.16 1.96
N -1.63 -0.12 -0.08
N 1.57 -1.32 -1.06
C 2.25 -0.70 -2.21
C 2.52 5.61 3.35
C 0.40 5.30 2.27
C -2.69 -3.79 -2.73
C -1.92 -1.48 -0.70
C 3.23 -1.72 -2.80
C -1.46 -2.90 -2.72
C -1.61 -0.33 1.30
C 0.62 4.18 1.25
C 1.93 4.29 0.47
C 2.87 0.64 -1.85
C -4.22 -4.32 1.80
C -4.31 -2.83 1.94
C -3.29 -1.88 -0.16
C -1.74 -1.50 -2.19
C -3.07 -2.24 1.28
C 4.97 0.14 -0.82
H -2.24 -1.24 2.88
H -1.14 -2.78 -3.75
H 2.11 5.31 0.16
H -0.61 -4.41 -1.94
H -0.40 2.80 2.32
H -1.18 -2.15 -0.27
H -3.79 -2.66 -0.71
H 1.16 2.88 2.69
H 2.61 6.48 2.69
H 2.85 5.89 4.35
H 5.59 0.59 -0.04
H 2.05 1.34 -1.64
H -2.63 -4.60 -3.43
H -4.38 -2.63 3.00
H 0.54 6.28 1.82
H 0.83 -0.69 -0.74
H 1.89 3.67 -0.42
H 5.00 -0.94 -0.69
H 3.44 1.06 -2.69
H -0.64 5.25 2.61
H -0.20 4.26 0.52
H 5.40 0.40 -1.80
H 3.89 -1.25 -3.53
H -0.42 -0.19 2.89
H 2.68 -2.51 -3.31
H -2.28 -2.98 1.32
H -0.05 0.94 1.57
H 3.84 -2.19 -2.03
H 2.78 3.94 1.06
H 2.23 -1.34 -0.29
H 1.49 -0.50 -2.98
H -0.86 -0.91 -2.41
H -5.18 -2.47 1.41
H -3.57 -3.19 -2.92
H -2.55 -1.04 -2.73
H 3.17 4.81 3.00
H -2.82 -4.23 -1.74
H -2.44 0.46 -0.29
H -3.90 -0.99 -0.15
*
```

Atom-resolved charges from Mulliken, all expressed in e: atom 1 (F): -0.225, atom 2 (O): -0.392, atom 3 (O): -0.497, atom 4 (O): -0.483, atom 5 (O): -0.304, atom 6 (N): -0.299, atom 7 (N): -0.518, atom 8 (N): -0.217, atom 9 (N): -0.270, atom 10 (N): -0.313, atom 11 (C): 0.630, atom 12 (C): -0.637, atom 13 (C): -0.748, atom 14 (C): -1.817, atom 15 (C): -0.168, atom 16 (C): -1.678, atom 17 (C): 0.538, atom 18 (C): 0.633, atom 19 (C): 0.132, atom 20 (C): -1.285, atom 21 (C): -0.821, atom 22 (C): 0.579, atom 23 (C): -0.639, atom 24 (C): -0.957, atom 25 (C): -1.473, atom 26 (C): 0.127, atom 27 (C): -0.747, atom 28 (H): 0.381, atom 29 (H): 0.323, atom 30 (H): 0.362, atom 31 (H): 0.323, atom 32 (H): 0.365, atom 33 (H): 0.641, atom 34 (H): 0.401, atom 35 (H): 0.210, atom 36 (H): 0.300, atom 37 (H): 0.265, atom 38 (H): 0.244, atom 39 (H): 0.243, atom 40 (H): 0.422, atom 41 (H): 0.301, atom 42 (H): 0.443, atom 43 (H): -0.113, atom 44 (H): 0.193, atom 45 (H): 0.239, atom 46 (H): 0.496, atom 47 (H): 0.360, atom 48 (H): 0.336, atom 49 (H): 0.348, atom 50 (H): 0.368, atom 51 (H): 0.217, atom 52 (H): 0.364, atom 53 (H): 0.413, atom 54 (H): 0.255, atom 55 (H): 0.330, atom 56 (H): 0.297, atom 57 (H): 0.350, atom 58 (H): 0.310, atom 59 (H): 0.347, atom 60 (H): 0.356, atom 61 (H): 0.361, atom 62 (H): 0.339, atom 63 (H): 0.239, atom 64 (H): 0.522, atom 65 (H): 0.391, atom 66 (H): 0.309

---

A structure of composition C24H57AsN10SSn, computed with ωB97M-V/def2-TZVPD.

```
! wB97M-V def2-TZVPD RIJCOSX def2/J DEFGRID3
* xyz 4 1
Sn 0.19 0.98 -0.15
As -0.90 -4.86 0.73
S -0.46 -2.85 -0.11
N -1.49 0.36 2.98
N 0.02 1.74 1.86
N -1.42 1.52 -1.46
N 3.27 -0.79 -0.25
N 0.51 3.25 -0.44
N 3.78 -0.02 -2.35
N 0.26 1.30 4.16
N 2.13 1.06 -1.06
N -1.80 -0.37 -2.76
N -3.58 1.00 -2.24
C -1.76 2.95 -1.29
C -1.74 -0.67 3.99
C -0.38 1.12 3.00
C 0.79 2.99 1.97
C 2.27 2.31 -1.84
C -2.28 0.71 -2.12
C 3.04 0.08 -1.24
C -2.79 -5.07 0.98
C 3.26 0.27 -3.69
C -4.33 0.80 -3.49
C 3.81 -2.14 -0.49
C -2.61 -1.56 -3.02
C 2.90 -0.52 1.13
C 1.72 1.39 4.26
C -0.47 1.55 5.42
C 5.24 -0.24 -2.30
C -2.48 0.49 1.92
C -0.26 -6.13 -0.55
C 0.29 3.91 0.88
C -0.40 -0.48 -3.14
C -0.47 3.73 -1.44
C 0.02 -5.06 2.39
C -4.36 1.60 -1.15
C 1.91 3.45 -0.90
H -2.23 -1.51 3.50
H 2.57 3.41 -0.04
H 3.87 -2.34 -1.55
H -2.25 -0.14 1.06
H -0.32 0.74 6.14
H 5.74 0.67 -2.64
H -0.34 -5.99 2.84
H -0.09 2.47 5.85
H -0.21 -4.23 3.05
H -4.80 1.74 -3.76
H -2.23 3.14 -0.33
H -3.27 -5.24 0.02
H -0.79 4.05 1.01
H 1.91 -0.93 1.37
H 1.86 2.81 1.87
H -2.46 3.26 -2.06
H 2.03 4.43 -1.37
H 3.63 -0.99 1.79
H 2.91 0.55 1.31
H -0.07 3.56 -2.44
H 0.03 0.51 -3.27
H 3.28 2.44 -2.20
H -0.74 -5.97 -1.51
H 3.54 -0.54 -4.35
H -0.63 4.81 -1.34
H -4.63 2.63 -1.37
H 4.80 -2.24 -0.05
H -0.33 -1.02 -4.08
H -3.56 -1.48 -2.51
H 5.53 -1.06 -2.95
H 0.82 -6.06 -0.64
H 0.76 4.90 0.90
H -3.65 0.50 -4.29
H 2.17 0.34 -3.66
H -3.81 1.55 -0.22
H -2.54 1.53 1.60
H -3.20 -4.17 1.45
H -2.39 -0.31 4.79
H 3.14 -2.86 -0.02
H 1.09 -5.13 2.21
H -2.78 -1.70 -4.09
H 2.05 0.73 5.06
H -5.28 1.02 -1.04
H 0.64 3.46 2.94
H -5.11 0.05 -3.37
H 5.55 -0.45 -1.28
H -2.07 -2.43 -2.64
H 3.67 1.20 -4.10
H 0.18 -1.05 -2.39
H -3.45 0.20 2.31
H -0.54 -7.12 -0.16
H 2.05 2.40 4.50
H 1.61 2.30 -2.71
H 2.17 1.06 3.33
H -0.80 -1.01 4.42
H -2.95 -5.93 1.63
H -1.53 1.67 5.22
*
```

Atom-resolved charges from Mulliken, all expressed in e: atom 1 (Sn): 0.091, atom 2 (As): 0.467, atom 3 (S): -0.125, atom 4 (N): 0.205, atom 5 (N): 0.311, atom 6 (N): 0.490, atom 7 (N): 0.208, atom 8 (N): 0.828, atom 9 (N): 0.096, atom 10 (N): 0.091, atom 11 (N): 0.292, atom 12 (N): 0.239, atom 13 (N): 0.109, atom 14 (C): -0.631, atom 15 (C): -1.302, atom 16 (C): 0.410, atom 17 (C): -0.663, atom 18 (C): -0.624, atom 19 (C): 0.538, atom 20 (C): 0.501, atom 21 (C): -0.999, atom 22 (C): -0.855, atom 23 (C): -1.117, atom 24 (C): -1.216, atom 25 (C): -1.259, atom 26 (C): -1.332, atom 27 (C): -0.842, atom 28 (C): -1.119, atom 29 (C): -1.043, atom 30 (C): -1.405, atom 31 (C): -1.048, atom 32 (C): -1.464, atom 33 (C): -1.281, atom 34 (C): -1.610, atom 35 (C): -0.993, atom 36 (C): -0.908, atom 37 (C): -1.558, atom 38 (H): 0.431, atom 39 (H): 0.336, atom 40 (H): 0.407, atom 41 (H): 0.381, atom 42 (H): 0.378, atom 43 (H): 0.374, atom 44 (H): 0.437, atom 45 (H): 0.404, atom 46 (H): 0.334, atom 47 (H): 0.415, atom 48 (H): 0.415, atom 49 (H): 0.377, atom 50 (H): 0.337, atom 51 (H): 0.379, atom 52 (H): 0.370, atom 53 (H): 0.728, atom 54 (H): 0.398, atom 55 (H): 0.596, atom 56 (H): 0.293, atom 57 (H): 0.344, atom 58 (H): 0.288, atom 59 (H): 0.695, atom 60 (H): 0.404, atom 61 (H): 0.388, atom 62 (H): 0.378, atom 63 (H): 0.367, atom 64 (H): 0.421, atom 65 (H): 0.551, atom 66 (H): 0.373, atom 67 (H): 0.364, atom 68 (H): 0.397, atom 69 (H): 0.386, atom 70 (H): 0.349, atom 71 (H): 0.100, atom 72 (H): 0.100, atom 73 (H): 0.407, atom 74 (H): 0.349, atom 75 (H): 0.351, atom 76 (H): 0.319, atom 77 (H): 0.387, atom 78 (H): 0.407, atom 79 (H): 0.406, atom 80 (H): 0.401, atom 81 (H): 0.739, atom 82 (H): 0.397, atom 83 (H): 0.366, atom 84 (H): 0.381, atom 85 (H): 0.378, atom 86 (H): 0.333, atom 87 (H): 0.652, atom 88 (H): 0.440, atom 89 (H): 0.378, atom 90 (H): 0.409, atom 91 (H): 0.061, atom 92 (H): 0.439, atom 93 (H): 0.442, atom 94 (H): 0.381

---

A structure of composition C23H43FLiO18 in a non-equilibrium geometry, computed with ωB97M-V/def2-TZVPD.

```
! wB97M-V def2-TZVPD RIJCOSX def2/J DEFGRID3
* xyz 1 1
F -7.24 3.21 4.02
O -6.34 1.50 2.85
O 3.81 -0.12 -2.43
O 1.07 3.85 0.46
O -4.71 1.35 4.41
O -2.47 -5.35 -1.09
O -0.81 -3.91 -1.63
O -4.27 0.68 -5.00
O -0.67 -6.18 -1.62
O -4.24 1.08 2.17
O 0.83 -1.62 3.63
O 5.98 0.38 -1.76
O 0.34 -2.96 5.40
O 5.36 0.76 -3.81
O 1.96 5.33 1.84
O 1.98 5.67 -0.26
O -2.98 -0.60 -6.06
O 2.18 -1.66 5.54
O -2.06 1.05 -4.74
C 2.59 -2.26 6.75
C 1.13 -2.09 4.74
C -3.56 -4.50 -1.07
C 1.56 -5.88 -0.58
C -5.86 1.56 5.15
C -1.31 -5.02 -1.45
C -2.98 0.47 -5.22
C -6.89 1.90 4.03
C -0.76 -3.58 4.68
C 5.32 1.29 -6.06
C 2.27 5.11 4.09
C 1.66 4.83 0.67
C -5.02 1.30 3.04
C 0.75 -6.22 -1.88
C 5.77 0.00 -0.39
C -4.70 1.93 -4.46
C -4.50 3.11 -5.49
C 4.50 0.67 -4.92
C 1.56 4.51 2.89
C 2.33 -1.30 7.84
C -1.71 -1.14 -6.57
C 4.96 0.26 -2.61
C 1.62 5.44 -1.63
Li -0.12 -0.20 -0.84
H 3.65 -2.51 6.83
H -1.44 -2.84 4.27
H -1.27 -0.38 -7.22
H 2.09 4.58 5.03
H -5.80 2.48 5.74
H 1.91 6.28 -2.26
H 1.01 -7.19 -2.31
H -3.85 -4.17 -0.07
H 5.09 -0.83 -0.21
H 3.18 -0.63 7.98
H 0.55 5.27 -1.73
H 3.54 1.17 -4.76
H -7.86 1.45 4.25
H -1.83 -2.01 -7.21
H 5.31 2.38 -6.02
H -1.23 -4.34 5.30
H -6.18 0.72 5.76
H -4.46 -5.06 -1.36
H -5.74 1.97 -4.12
H 2.33 -1.81 8.80
H 1.30 -6.49 0.29
H 0.51 4.77 3.02
H -0.44 -4.32 3.95
H 1.89 6.11 4.32
H 1.43 -0.69 7.79
H 1.00 -5.51 -2.66
H -3.43 -3.64 -1.71
H -4.22 2.08 -3.49
H -0.90 -1.42 -5.90
H -3.47 3.46 -5.51
H 6.36 0.94 -6.01
H 1.76 3.46 2.70
H -5.15 3.96 -5.30
H 4.94 1.06 -7.06
H -4.84 3.02 -6.52
H 6.73 -0.24 0.05
H 2.63 -6.05 -0.69
H 3.32 5.28 3.83
H 4.23 -0.37 -5.10
H 2.11 4.54 -1.99
H 5.38 0.90 0.09
H 1.50 -4.83 -0.29
H 2.02 -3.18 6.88
*
```

Atom-resolved charges from Mulliken, all expressed in e: atom 1 (F): -0.294, atom 2 (O): -0.284, atom 3 (O): -0.601, atom 4 (O): -0.557, atom 5 (O): -0.298, atom 6 (O): -0.276, atom 7 (O): -0.668, atom 8 (O): -0.327, atom 9 (O): -0.339, atom 10 (O): -0.496, atom 11 (O): -0.575, atom 12 (O): -0.288, atom 13 (O): -0.320, atom 14 (O): -0.237, atom 15 (O): -0.257, atom 16 (O): -0.349, atom 17 (O): -0.309, atom 18 (O): -0.297, atom 19 (O): -0.570, atom 20 (C): -0.084, atom 21 (C): 0.691, atom 22 (C): -0.674, atom 23 (C): -1.091, atom 24 (C): -0.303, atom 25 (C): 0.842, atom 26 (C): 0.727, atom 27 (C): 0.263, atom 28 (C): -0.643, atom 29 (C): -1.169, atom 30 (C): -1.220, atom 31 (C): 0.786, atom 32 (C): 0.604, atom 33 (C): -0.199, atom 34 (C): -0.629, atom 35 (C): -0.201, atom 36 (C): -1.125, atom 37 (C): -0.192, atom 38 (C): -0.176, atom 39 (C): -1.114, atom 40 (C): -0.658, atom 41 (C): 0.745, atom 42 (C): -0.587, atom 43 (Li): 1.011, atom 44 (H): 0.253, atom 45 (H): 0.273, atom 46 (H): 0.303, atom 47 (H): 0.377, atom 48 (H): 0.268, atom 49 (H): 0.229, atom 50 (H): 0.314, atom 51 (H): 0.263, atom 52 (H): 0.297, atom 53 (H): 0.310, atom 54 (H): 0.295, atom 55 (H): 0.274, atom 56 (H): 0.245, atom 57 (H): 0.277, atom 58 (H): 0.297, atom 59 (H): 0.284, atom 60 (H): 0.293, atom 61 (H): 0.262, atom 62 (H): 0.338, atom 63 (H): 0.346, atom 64 (H): 0.301, atom 65 (H): 0.238, atom 66 (H): 0.277, atom 67 (H): 0.316, atom 68 (H): 0.329, atom 69 (H): 0.275, atom 70 (H): 0.319, atom 71 (H): 0.259, atom 72 (H): 0.275, atom 73 (H): 0.297, atom 74 (H): 0.309, atom 75 (H): 0.353, atom 76 (H): 0.383, atom 77 (H): 0.374, atom 78 (H): 0.330, atom 79 (H): 0.241, atom 80 (H): 0.385, atom 81 (H): 0.313, atom 82 (H): 0.297, atom 83 (H): 0.236, atom 84 (H): 0.279, atom 85 (H): 0.284, atom 86 (H): 0.269

---

Values of E, in order: -1345.49680 -4343.10637 -2363.64516, all in hartree.